(1)
DFT (the ωB97M-V functional and the def2-TZVPD basis) results for C5H9NO in the gas phase at a distorted geometry.

Computed properties:
SMILES: CC(C)(C#N)CO
Relative energy (zero: lowest compared OMol25 entry of this formula, charge and spin) (kcal per mole): 27.1
E_tot (hartree): -325.894383

Each line ends with the Mulliken charge.
Geometry (Å):
C -1.06186 -0.87077 0.61563  -1.6235
C -0.25217 0.28235 -0.00251  1.7784
C -0.36829 0.16449 -1.52469  -1.5281
C 1.23932 0.26329 0.38380  -0.8405
O 1.73298 -1.03991 0.17731  -0.5044
C -0.80177 1.50193 0.62101  -0.2311
N -1.19387 2.35698 1.29585  -0.5127
H -0.68584 -1.83934 0.27342  0.3736
H -1.03525 -0.83895 1.70685  0.3826
H -2.10179 -0.74995 0.29284  0.4378
H -1.39583 0.28460 -1.87936  0.3882
H -0.03086 -0.85913 -1.73313  0.3717
H 0.26405 0.88127 -2.05967  0.3805
H 1.77486 0.99204 -0.24832  0.3795
H 1.34920 0.58254 1.42788  0.4376
H 2.56713 -1.11144 0.65309  0.3104

Forces on atoms 1 to 3 (eV/Å):
-0.06 -0.10 0.11
-0.03 -0.03 0.03
-0.03 0.01 -0.06



(2)
DFT (the ωB97M-V functional and the def2-TZVPD basis) results for C5H9NO in the gas phase.

Computed properties:
SMILES: C=NC[C@H](C)C=O
Relative energy (zero: lowest compared OMol25 entry of this formula, charge and spin) (kcal per mole): 46.9
E_tot (hartree): -325.862868

Each line ends with the Mulliken charge.
Geometry (Å):
C -1.78231 0.93040 -0.14347  -1.4053
C -0.81867 -0.25798 -0.07926  0.5940
C 0.34341 -0.22085 -1.09580  -0.6755
N 1.33685 -1.12699 -0.53858  -0.4204
C 2.30352 -0.59025 0.07663  -0.4107
C -0.20030 -0.26708 1.30698  -0.0969
O -0.46521 -1.03211 2.19817  -0.5062
H -1.27249 1.87291 0.09388  0.3655
H -2.58384 0.79071 0.59030  0.3733
H -2.24226 1.03269 -1.13098  0.3409
H -1.36703 -1.19629 -0.20118  0.2373
H 0.01331 -0.57952 -2.07633  0.3386
H 0.73002 0.80695 -1.21670  0.3287
H 0.54808 0.55002 1.45249  0.3223
H 2.94915 -1.20370 0.70364  0.2911
H 2.50779 0.49108 0.06022  0.3233

Forces on atoms 1 to 3 (eV/Å):
-0.04 0.04 -0.02
-0.06 -0.14 0.06
-0.07 0.12 -0.06



(3)
DFT (the ωB97M-V functional and the def2-TZVPD basis) results for C5H9NO in the gas phase.

Computed properties:
SMILES: C[C@@H]1C(=O)N[C@@H]1C
Relative energy (zero: lowest compared OMol25 entry of this formula, charge and spin) (kcal per mole): 18.4
E_tot (hartree): -325.908246

Each line ends with the Mulliken charge.
Geometry (Å):
C 1.58658 -0.89031 -0.08116  -1.3824
C 0.43876 -0.40788 0.79419  0.2479
N 0.58966 0.98385 1.23007  -0.1175
C -0.47713 1.46754 0.52059  0.2179
O -0.87370 2.58348 0.28435  -0.6247
C -0.91142 0.04840 0.13042  0.3053
C -1.34166 -0.17344 -1.30966  -1.4363
H 1.75561 -0.21348 -0.92524  0.3325
H 1.40958 -1.90115 -0.46340  0.2946
H 2.51105 -0.92474 0.50834  0.3702
H 0.29167 -1.10273 1.63180  0.3077
H 1.18674 1.42285 1.91492  0.1614
H -1.72582 -0.25271 0.80088  0.2784
H -0.65803 0.28358 -2.03098  0.3177
H -2.31699 0.30888 -1.44555  0.3796
H -1.46491 -1.23216 -1.55956  0.3477

Forces on atoms 1 to 3 (eV/Å):
-0.01 0.00 -0.04
0.04 -0.20 0.01
-0.02 0.18 0.06



(4)
DFT (the ωB97M-V functional and the def2-TZVPD basis) results for 2 unconnected molecules or ions with the total composition C5H9NO at a distorted geometry.

Computed properties:
SMILES: CC(C)=O.CC#N
Relative energy (zero: lowest compared OMol25 entry of this formula, charge and spin) (kcal per mole): 21.0
E_tot (hartree): -325.904064

Each line ends with the Mulliken charge.
Geometry (Å):
C 1.81945 1.78162 0.43209  -0.7734
O 0.71373 -0.57654 -1.25417  -0.5948
C -0.29870 -0.88357 -0.65304  0.8439
C -1.66375 -0.74257 -1.28255  -1.1009
C -0.25670 -1.39580 0.77016  -1.1403
C 0.37922 1.90126 0.65232  0.4211
N -0.76393 1.95990 0.82372  -0.4404
H 2.17068 2.59975 -0.20116  0.2922
H 2.34718 1.81343 1.38855  0.2720
H 2.01622 0.83078 -0.07314  0.2614
H -2.27312 -1.63808 -1.11899  0.3520
H -1.55809 -0.54478 -2.35080  0.3089
H -2.17408 0.10431 -0.80697  0.2753
H -0.87345 -0.75737 1.41307  0.3346
H 0.77422 -1.40375 1.13374  0.2657
H -0.66576 -2.41225 0.81544  0.4227

Forces on atoms 1 to 3 (eV/Å):
0.05 0.01 -0.01
-0.36 -0.20 0.23
0.13 0.06 -0.12



(5)
DFT (the ωB97M-V functional and the def2-TZVPD basis) results for C5H9NO in the gas phase.

Computed properties:
Relative energy (zero: lowest compared OMol25 entry of this formula, charge and spin) (kcal per mole): 116.7
E_tot (hartree): -325.751533

Each line ends with the Mulliken charge.
Geometry (Å):
C -0.52983 -0.44127 2.01458  -1.0074
C -0.45333 -0.93922 0.63800  -0.0869
C 0.05069 1.52192 -0.67892  -0.8273
C 0.89507 -1.07490 0.03083  -0.4143
O 0.79097 -0.73579 -1.35121  -0.3810
C -0.11943 0.28489 -1.54319  0.6545
N -0.98710 0.26514 -2.45585  -0.6936
H -0.73553 -1.35870 2.59207  0.3760
H 0.33591 0.07957 2.45193  0.3171
H -1.44205 0.15785 2.13204  0.3174
H -0.92446 1.89440 -0.35412  0.2537
H 0.69295 1.38837 0.19658  0.2804
H 0.51452 2.28658 -1.30738  0.3073
H 1.11603 -2.15420 0.08960  0.3472
H 1.75197 -0.54177 0.48328  0.2838
H -0.95637 -0.63288 -2.93822  0.2731

Forces on atoms 1 to 3 (eV/Å):
0.06 -0.02 0.01
0.20 0.04 0.27
0.00 0.06 0.00



(6)
DFT (the ωB97M-V functional and the def2-TZVPD basis) results for C5H9NO in the gas phase.

Computed properties:
SMILES: C[C@H]1CN(C)C1=O
Relative energy (zero: lowest compared OMol25 entry of this formula, charge and spin) (kcal per mole): 30.5
E_tot (hartree): -325.888932

Each line ends with the Mulliken charge.
Geometry (Å):
C -0.56275 1.70115 -1.60827  -1.2968
C 0.10371 0.48064 -0.94589  0.3355
C 0.48038 0.58202 0.56079  -0.6754
N 0.23889 -0.84587 0.65761  0.1313
C 0.15323 -1.70178 1.80693  -0.8837
C -0.34037 -0.96377 -0.58232  0.3380
O -0.74048 -1.93868 -1.17369  -0.6475
H -1.34161 2.23496 -1.04309  0.3253
H -0.95108 1.46979 -2.60500  0.3328
H 0.26959 2.40294 -1.75084  0.3481
H 1.01064 0.28487 -1.52545  0.2179
H 1.51055 0.90927 0.73064  0.2570
H -0.20239 1.15237 1.21109  0.2927
H 0.00081 -2.72126 1.44038  0.3251
H 1.07314 -1.65215 2.40385  0.2850
H -0.70226 -1.39451 2.42326  0.3148

Forces on atoms 1 to 3 (eV/Å):
0.13 -0.31 -0.09
-0.10 0.64 0.27
0.17 0.20 -0.03



(7)
DFT (the ωB97M-V functional and the def2-TZVPD basis) results for C5H9NO in the gas phase at a distorted geometry.

Computed properties:
SMILES: C[C@@H](O)[C@@H](C)C#N
Relative energy (zero: lowest compared OMol25 entry of this formula, charge and spin) (kcal per mole): 23.7
E_tot (hartree): -325.899838

Each line ends with the Mulliken charge.
Geometry (Å):
C -1.26284 -0.59185 -0.94912  -1.4109
C -0.79302 -0.22076 0.44662  0.0961
O -0.77429 -1.42318 1.19826  -0.5583
C 0.61519 0.44999 0.49358  0.6246
C 1.61004 -0.03606 -0.56825  -1.4783
C 0.48416 1.91396 0.43574  0.1132
N 0.36858 3.06509 0.40615  -0.4657
H -1.21536 0.25702 -1.63846  0.3439
H -2.29577 -0.94640 -0.89523  0.3707
H -0.65039 -1.40878 -1.34344  0.3299
H -1.50869 0.48808 0.88638  0.4208
H -1.01003 -1.21452 2.10998  0.3461
H 1.02314 0.21483 1.48462  0.1865
H 2.60169 0.38702 -0.38254  0.4215
H 1.29904 0.27068 -1.57153  0.3145
H 1.68681 -1.12660 -0.54076  0.3455

Forces on atoms 1 to 3 (eV/Å):
0.00 0.02 -0.06
-0.08 0.23 -0.22
-0.04 -0.02 0.28



(8)
DFT (the ωB97M-V functional and the def2-TZVPD basis) results for C5H9NO in the gas phase.

Computed properties:
SMILES: CC(=O)[C@@H]1CN1C
Relative energy (zero: lowest compared OMol25 entry of this formula, charge and spin) (kcal per mole): 64.9
E_tot (hartree): -325.834116

Each line ends with the Mulliken charge.
Geometry (Å):
C 1.10136 0.25100 -1.80644  -0.7422
N 0.88295 -0.67568 -0.74226  -0.0735
C 1.08260 -0.60551 0.64099  -0.4899
C -0.26310 -1.09534 -0.02185  -0.2877
C -1.45566 -0.39411 0.54541  0.6804
O -2.43104 -1.05630 0.84085  -0.5733
C -1.35838 1.06020 0.91865  -1.0742
H 2.17900 0.25596 -2.00121  0.2915
H 0.75556 1.28543 -1.65383  0.2822
H 0.59660 -0.17047 -2.68056  0.2832
H 1.66472 -1.36940 1.14887  0.2330
H 1.21438 0.39656 1.09231  0.2450
H -0.53420 -2.13284 -0.25887  0.3339
H -2.32974 1.52410 0.75422  0.3691
H -1.12252 1.12422 1.98733  0.2690
H -0.57791 1.58006 0.35939  0.2536

Forces on atoms 1 to 3 (eV/Å):
0.03 0.21 -0.15
0.21 -0.30 -0.27
0.01 -0.29 0.09



(9)
DFT (the ωB97M-V functional and the def2-TZVPD basis) results for C5H9NO in the gas phase at a distorted geometry.

Computed properties:
SMILES: O=CN1CCCC1
Relative energy (zero: lowest compared OMol25 entry of this formula, charge and spin) (kcal per mole): 53.9
E_tot (hartree): -325.851608

Each line ends with the Mulliken charge.
Geometry (Å):
C 1.42573 -0.21217 -1.03352  -0.0135
N 0.32847 -0.42308 -0.19443  0.1034
C -1.03148 -0.39702 -0.47178  -0.6626
C -1.77156 0.13527 0.85230  -0.4669
C -0.84276 0.95753 1.68571  -0.5644
C 0.56416 0.30179 1.13918  -0.6936
O 1.56092 -0.41267 -2.24976  -0.5509
H 2.35801 -0.04299 -0.51393  0.3682
H -1.32514 0.27664 -1.29714  0.3011
H -1.47227 -1.32974 -0.93853  0.2819
H -1.90067 -0.88746 1.39468  0.1936
H -2.78426 0.49009 0.54260  0.3645
H -0.86989 0.62672 2.83022  0.2353
H -0.90655 1.97057 1.48734  0.4105
H 0.72703 -0.56071 1.87679  0.2232
H 1.32258 1.00742 0.94567  0.4702

Forces on atoms 1 to 3 (eV/Å):
-0.29 -1.85 -2.42
3.02 2.13 1.36
-3.61 0.76 -1.74



(10)
DFT (the ωB97M-V functional and the def2-TZVPD basis) results for C5H9NO in the gas phase.

Computed properties:
SMILES: C[C@H]1CN(C)C1=O
Relative energy (zero: lowest compared OMol25 entry of this formula, charge and spin) (kcal per mole): 21.9
E_tot (hartree): -325.902650

Each line ends with the Mulliken charge.
Geometry (Å):
C -0.12923 2.16325 -0.32475  -1.4096
C -0.09240 0.76763 -0.92561  0.3611
C 1.02064 -0.19259 -0.42714  -0.7076
N -0.03571 -1.06769 0.07871  0.1334
C -0.03203 -2.08939 1.09402  -0.8647
C -1.05708 -0.22136 -0.25364  0.2987
O -2.23918 -0.25627 -0.00376  -0.6452
H 0.00815 2.12215 0.76221  0.3560
H -1.09910 2.63102 -0.51963  0.3308
H 0.65510 2.80104 -0.74483  0.3526
H -0.19479 0.79318 -2.01473  0.3200
H 1.65678 -0.64535 -1.19568  0.2741
H 1.64877 0.22974 0.36876  0.3054
H -0.85902 -1.88792 1.78191  0.3213
H -0.16215 -3.09252 0.67596  0.2361
H 0.91122 -2.05494 1.64821  0.3378

Forces on atoms 1 to 3 (eV/Å):
0.00 0.05 0.02
-0.03 0.11 -0.10
0.23 0.03 -0.03